# 1
Density functional theory data (the ωB97M-V functional and the def2-TZVPD basis) for a molecular structure, C5H8O.

CARTESIAN COORDINATES (ANGSTROEM)
C -1.688 0.383 0.434
O -1.974 -0.671 -0.244
C -0.574 -1.611 -1.067
C 0.547 -0.921 -0.700
C 0.855 0.102 -0.020
C 1.936 0.980 0.494
H -1.941 1.362 -0.003
H -1.785 0.332 1.530
H -0.324 0.514 0.380
H -0.779 -2.570 -0.599
H -0.931 -1.524 -2.090
H 1.929 1.007 1.589
H 2.912 0.610 0.166
H 1.816 2.005 0.130

Atoms 1-6, force components in eV/Å:
-0.16 0.02 0.02
-0.01 0.15 0.08
0.18 -0.09 -0.09
-0.10 0.32 0.24
-0.07 -0.34 -0.22
0.03 0.05 0.02

## Properties
HOMO level, eV: -9.269
Gap between HOMO and LUMO, eV: 10.01
LUMO energy, eV: 0.7
Energy relative to the best compared isomer or geometry (same formula, charge and spin), kcal per mole: 106.7
E_tot, eV: -7357.6277

The natural (NBO) scheme yields these atomic charges, measured in e: number 1, C, carries -0.039; number 2, O, carries -0.561; number 3, C, carries -0.208; number 4, C, carries -0.045; number 5, C, carries -0.113; number 6, C, carries -0.647; number 7, H, carries 0.158; number 8, H, carries 0.160; number 9, H, carries 0.157; number 10, H, carries 0.224; number 11, H, carries 0.223; number 12, H, carries 0.226; number 13, H, carries 0.240; number 14, H, carries 0.226


# 2
Density functional theory data (the ωB97M-V functional and the def2-TZVPD basis) for a single C5H8O molecule in a non-equilibrium geometry.

CARTESIAN COORDINATES (ANGSTROEM)
C 1.605 0.370 0.426
C 0.440 0.445 -0.546
C -0.246 -0.912 -0.778
C -1.410 -0.504 0.088
O -1.014 -0.085 1.387
C -1.073 0.888 0.350
H 1.098 0.213 1.378
H 2.177 1.299 0.436
H 2.304 -0.478 0.309
H 0.624 1.014 -1.466
H 0.259 -1.815 -0.409
H -0.560 -1.086 -1.818
H -2.359 -0.991 0.000
H -1.890 1.617 0.618

Atoms 1-6, force components in eV/Å:
-0.21 0.29 0.19
-0.90 0.73 0.68
-0.28 -0.05 0.23
-0.54 -0.84 -0.26
0.14 -0.38 -0.05
0.61 -0.57 -0.65

## Properties
HOMO level, eV: -9.705
Gap between HOMO and LUMO, eV: 10.91
LUMO energy, eV: 1.2
Energy relative to the best compared isomer or geometry (same formula, charge and spin), kcal per mole: 74.2
E_tot, eV: -7359.0357
SMILES: C[C@H]1C[C@H]2O[C@@H]12

The natural (NBO) scheme yields these atomic charges, measured in e: number 1, C, carries -0.651; number 2, C, carries -0.148; number 3, C, carries -0.456; number 4, C, carries 0.038; number 5, O, carries -0.503; number 6, C, carries 0.013; number 7, H, carries 0.242; number 8, H, carries 0.210; number 9, H, carries 0.212; number 10, H, carries 0.211; number 11, H, carries 0.211; number 12, H, carries 0.216; number 13, H, carries 0.186; number 14, H, carries 0.219